A structure of composition C11H13ClErO at a distorted geometry, computed with ωB97M-V/def2-TZVPD.

The geometry in XYZ format:
```
27
Properties=species:S:1:pos:R:3:lowdin_spin:R:1
C 2.753 -0.592 -2.217 0.000
C 1.374 -0.794 -2.544 -0.005
C 0.731 -1.356 -1.381 -0.001
H 0.879 -0.642 -3.503 0.000
C 1.678 -1.416 -0.324 -0.003
C 2.949 -0.923 -0.831 -0.001
H 3.882 -0.925 -0.242 0.000
H 3.554 -0.281 -2.902 0.000
H -0.247 -1.846 -1.371 0.000
H 1.507 -1.926 0.633 0.000
Er 1.388 1.052 -0.894 3.018
Cl 0.114 2.744 -2.141 -0.006
C -2.930 0.610 1.513 0.000
C -2.380 -0.635 1.945 0.000
C -2.493 -1.573 0.879 0.000
H -2.076 -0.872 2.956 0.000
C -3.100 -0.907 -0.221 0.000
C -3.345 0.443 0.160 0.000
H -3.722 1.227 -0.484 0.000
H -3.024 1.511 2.120 0.000
H -2.153 -2.598 0.907 0.000
H -3.327 -1.352 -1.179 0.000
C 1.778 2.538 2.068 0.000
O 1.531 1.607 1.022 -0.004
H 2.108 1.982 2.947 0.000
H 0.913 3.143 2.329 0.000
H 2.546 3.265 1.776 0.000
```

Molecular weight = 363.94 g mol⁻¹
E = -53811.26496 eV
Spin multiplicity = 4
HOMO (spin up / spin down) = -2.53 / -2.53 eV
Net charge = -1


A structure of composition C11H13N2O5ReSSe, computed with ωB97M-V/def2-TZVPD.

The geometry in XYZ format:
```
34
Properties=species:S:1:pos:R:3:lowdin_spin:R:1
Re -0.400 1.130 0.651 2.534
O 0.299 -1.881 -1.025 0.009
C -0.909 -2.371 -0.490 0.002
C -2.088 -1.515 -0.932 0.007
N -2.315 -0.340 -0.079 0.082
C -3.104 0.692 -0.750 0.009
C -3.166 1.961 0.101 0.013
O -4.117 2.705 0.039 0.008
O -2.118 2.172 0.870 0.084
C -2.933 -0.729 1.199 0.005
C -1.967 -0.808 2.381 0.008
O -2.237 -1.528 3.321 0.005
O -0.927 -0.030 2.314 0.060
H 0.852 -1.526 -0.312 0.005
H -0.870 -2.427 0.604 0.001
H -1.064 -3.391 -0.859 0.000
H -3.000 -2.129 -0.939 0.002
H -1.894 -1.178 -1.951 0.001
H -4.128 0.369 -0.965 0.001
H -2.604 0.954 -1.686 0.005
H -3.458 -1.683 1.114 0.002
H -3.671 0.023 1.487 0.000
S 0.318 1.654 -1.300 0.065
Se 1.775 -0.017 1.421 0.059
C 3.232 0.573 0.330 0.009
C 4.193 -0.337 -0.094 0.002
C 5.283 0.118 -0.818 0.001
N 5.482 1.393 -1.145 0.002
C 4.552 2.258 -0.735 0.002
C 3.429 1.909 -0.006 0.010
H 4.089 -1.391 0.133 0.000
H 6.039 -0.584 -1.158 0.000
H 4.717 3.295 -1.009 0.000
H 2.708 2.659 0.288 0.006
```

Molecular weight = 550.47 g mol⁻¹
E = -103150.51063 eV
Relative energy (zero: lowest compared OMol25 entry of this formula, charge and spin) = 0.0 kcal/mol
Spin multiplicity = 4
HOMO (spin up / spin down) = -4.42 / -5.63 eV
Net charge = -1


The molecule C11H13NO at a distorted geometry, computed with ωB97M-V/def2-TZVPD.

The geometry in XYZ format:
```
26
Properties=species:S:1:pos:R:3:mulliken_charge:R:1
O 1.640 -0.512 1.420 -0.832
C -2.535 -2.017 2.719 0.011
C -1.358 -1.816 2.563 -0.230
C 0.654 2.005 -3.105 -0.424
C -0.638 1.613 -2.723 -0.519
C 1.774 1.398 -2.530 -0.574
C -0.855 0.631 -1.747 -0.501
C 1.561 0.400 -1.566 -0.051
C 0.267 0.061 -1.130 0.345
C -0.090 0.694 1.707 -0.954
C 0.063 -1.602 2.357 -0.966
C 0.048 -1.019 -0.067 -1.047
N 0.398 -0.596 1.314 0.771
H -3.592 -2.215 2.842 0.406
H 0.748 2.729 -3.874 0.405
H -1.494 2.059 -3.222 0.347
H 2.771 1.655 -2.846 0.396
H -1.845 0.389 -1.391 0.350
H 2.434 -0.049 -1.088 0.389
H 0.026 0.817 2.780 0.359
H 0.508 1.485 1.185 0.329
H -1.160 0.864 1.525 0.368
H 0.552 -1.251 3.265 0.492
H 0.522 -2.560 2.091 0.353
H 0.635 -1.898 -0.365 0.352
H -1.033 -1.264 -0.114 0.426
```

Molecular weight = 175.23 g mol⁻¹
E = -15150.41645 eV
Relative energy (zero: lowest compared OMol25 entry of this formula, charge and spin) = 115.9 kcal/mol
HOMO = -8.41 eV
SMILES = C#CC[N@@+](C)([O-])Cc1ccccc1
Net charge = 0


A structure of composition C11H13NO3S2 at a distorted geometry, computed with ωB97M-V/def2-TZVPD.

The geometry in XYZ format:
```
30
Properties=species:S:1:pos:R:3:mulliken_charge:R:1
C 1.629 -2.440 -4.148 -1.383
C 0.887 -2.042 -2.823 0.874
C 0.541 -0.888 -2.202 -0.411
C -0.041 -1.005 -1.094 -0.249
C -0.303 -2.199 -0.846 0.333
S 0.464 -3.461 -1.942 -0.199
C -0.637 -2.830 0.499 -1.268
H -1.437 -3.788 0.416 0.282
H -0.184 -2.929 1.318 0.551
H -1.581 -2.014 0.887 0.232
S -0.541 0.165 -0.012 1.078
O -0.319 1.402 -0.902 -0.788
O -1.845 0.299 0.249 -0.496
N 0.598 0.124 1.251 -0.091
H 1.358 0.635 0.834 0.370
C 0.236 0.628 2.411 -0.957
C 0.002 2.278 2.317 0.373
C -1.105 2.895 2.047 -0.079
C -0.894 4.287 2.222 -1.003
C 0.629 4.163 2.481 -0.504
O 0.884 2.952 2.533 -0.221
H 1.377 4.838 2.605 0.533
H -1.377 5.040 2.007 0.615
H -2.032 2.419 1.907 0.476
H -1.141 0.127 2.641 0.248
H 0.793 0.468 3.276 0.456
H 0.898 0.107 -2.929 0.117
H 1.715 -1.598 -4.588 0.498
H 2.589 -3.106 -4.094 0.279
H 0.971 -3.007 -4.832 0.334
```

Molecular weight = 271.36 g mol⁻¹
E = -40906.76233 eV
HOMO = -8.26 eV
Net charge = 0


A structure of composition C11H13NS at a distorted geometry, computed with ωB97M-V/def2-TZVPD.

The geometry in XYZ format:
```
26
Properties=species:S:1:pos:R:3:mulliken_charge:R:1
C 0.069 0.915 -1.531 -0.135
C -0.098 -4.108 -1.230 -0.312
C 0.432 -3.194 -2.178 -0.916
C -0.878 -3.639 -0.163 -0.580
C 0.404 -1.829 -1.832 -0.476
C -1.110 -2.308 -0.069 -0.114
C -0.434 -1.346 -0.777 0.592
C 1.728 3.033 0.972 -0.858
C -1.858 0.706 0.069 -1.539
C 2.308 1.610 0.454 -0.405
C -0.597 0.131 -0.547 1.263
N 0.700 1.600 -2.214 -0.652
S 1.119 0.295 1.023 -0.048
H -0.099 -5.168 -1.268 0.392
H 1.234 -3.408 -2.857 0.342
H -1.247 -4.310 0.607 0.360
H 0.725 -1.135 -2.526 0.442
H -1.818 -1.956 0.725 0.168
H 0.649 3.202 0.655 0.175
H 1.740 3.181 2.081 0.302
H 2.146 3.871 0.398 0.339
H -1.866 0.383 1.148 0.317
H -1.816 1.830 -0.125 0.382
H -2.725 0.236 -0.420 0.387
H 3.332 1.331 0.977 0.320
H 2.223 1.567 -0.704 0.252
```

Molecular weight = 191.30 g mol⁻¹
E = -23940.41843 eV
Relative energy (zero: lowest compared OMol25 entry of this formula, charge and spin) = 46.8 kcal/mol
HOMO = -8.51 eV
Net charge = 0


A cluster of 2 separate species, C11H13O2S in total at a distorted geometry, computed with ωB97M-V/def2-TZVPD.

The geometry in XYZ format:
```
27
Properties=species:S:1:pos:R:3:mulliken_charge:R:1
C -1.229 -3.138 -2.907 -0.529
C -2.522 -2.330 -2.743 -0.448
C -2.205 -2.238 -1.234 0.367
O -2.818 -1.904 -0.260 -0.594
C -0.782 -2.783 -1.484 -0.260
H -1.432 -4.204 -3.014 0.240
H -0.566 -2.783 -3.694 0.300
H -2.459 -1.342 -3.212 0.199
H -3.444 -2.848 -3.011 0.313
H -0.479 -3.627 -0.861 0.323
H -0.046 -1.969 -1.458 0.048
C 2.767 2.070 3.654 -0.833
O 1.393 2.377 3.298 -0.420
C 0.981 2.057 2.047 0.787
C -0.360 2.386 1.696 -0.487
C -0.824 2.100 0.437 -0.550
C 0.018 1.459 -0.528 -0.037
S -0.541 1.058 -2.034 -0.556
C 1.363 1.149 -0.161 -0.879
C 1.834 1.430 1.102 -0.145
H 2.850 2.430 4.679 0.232
H 2.967 0.989 3.608 0.325
H 3.485 2.590 3.002 0.329
H -0.986 2.864 2.445 0.357
H -1.839 2.345 0.140 0.317
H 2.018 0.680 -0.889 0.334
H 2.858 1.181 1.384 0.267
```

Molecular weight = 209.29 g mol⁻¹
E = -26547.91492 eV
Relative energy (zero: lowest compared OMol25 entry of this formula, charge and spin) = 0.0 kcal/mol
HOMO = -2.34 eV
Net charge = -1


A structure of composition C11H14AuN10Se, computed with ωB97M-V/def2-TZVPD.

The geometry in XYZ format:
```
37
Properties=species:S:1:pos:R:3:mulliken_charge:R:1
Au 0.334 0.233 -1.776 0.400
N 5.307 -1.597 -2.254 -0.523
N 4.292 -0.695 -2.022 1.201
N 4.533 0.570 -1.769 -0.808
C 3.300 1.060 -1.726 -0.055
N 2.394 0.107 -1.954 -0.119
N 3.053 -1.031 -2.140 -0.511
H 6.129 -1.281 -1.754 0.311
H 4.984 -2.522 -2.001 0.297
H 3.069 2.096 -1.551 0.456
Se -3.189 -2.939 -0.556 0.355
N -4.482 -1.761 -0.771 -0.728
C -3.896 -0.658 -1.207 0.612
C -4.570 0.564 -1.515 -0.327
C -3.821 1.599 -1.955 -0.685
C -2.408 1.458 -2.100 0.031
N -1.745 0.367 -1.827 -0.446
C -2.470 -0.725 -1.370 0.838
N -1.883 -1.862 -1.070 -0.623
H -5.643 0.637 -1.392 0.461
H -4.269 2.549 -2.209 0.397
H -1.823 2.292 -2.468 0.440
C 0.200 -1.898 4.006 -1.180
C 0.202 -0.814 2.982 0.410
C 0.160 0.556 3.099 -0.692
C 0.187 1.049 1.777 0.408
N 0.244 0.056 0.903 0.057
N 0.252 -1.065 1.658 -0.156
C 0.150 2.475 1.318 -1.063
H 0.154 -1.465 5.002 0.319
H 1.105 -2.505 3.945 0.315
H -0.659 -2.559 3.887 0.304
H 0.115 1.126 4.012 0.364
H 0.274 -1.961 1.202 0.194
H 0.171 3.153 2.168 0.349
H -0.758 2.682 0.748 0.209
H 1.005 2.709 0.681 0.189
```

Molecular weight = 562.23 g mol⁻¹
E = -95565.66349 eV
HOMO = -11.73 eV
Net charge = +1


A structure of composition C11H14BMnN7Se at a distorted geometry, computed with ωB97M-V/def2-TZVPD.

The geometry in XYZ format:
```
35
Properties=species:S:1:pos:R:3:lowdin_spin:R:1
H 0.886 2.667 1.831 0.003
N 0.592 1.359 0.199 0.048
B 0.317 0.311 -2.134 0.003
N 0.630 1.513 -1.176 0.009
C 0.921 2.792 -1.473 0.015
Mn 0.202 -0.420 0.985 4.653
H 0.991 3.103 -2.510 0.001
C 1.077 3.499 -0.276 0.005
H 1.289 4.544 -0.150 0.000
C 0.871 2.565 0.754 0.027
H 0.479 0.651 -3.263 0.000
C -0.640 -1.472 2.678 0.024
H -0.104 -1.427 3.635 0.011
H -0.585 -2.460 2.198 0.014
H -1.675 -1.133 2.753 0.010
N -1.160 -0.080 -1.852 0.003
N 1.225 -0.878 -1.763 0.009
N -1.522 -0.381 -0.545 0.043
N 1.265 -1.323 -0.455 0.051
C -2.252 -0.141 -2.630 0.004
C 2.095 -1.593 -2.491 0.014
H -2.148 0.090 -3.668 0.000
H 2.238 -1.370 -3.529 0.001
C -3.344 -0.484 -1.841 0.002
C 2.711 -2.529 -1.663 0.005
C -2.831 -0.623 -0.530 0.008
C 2.167 -2.337 -0.386 0.025
H -4.364 -0.590 -2.147 0.000
H 3.468 -3.245 -1.914 0.000
H -3.353 -0.859 0.381 0.000
H 2.365 -2.843 0.555 0.003
H -1.406 -0.618 5.172 0.000
Se 0.866 2.329 4.613 0.008
C -0.276 1.129 5.126 0.001
N -0.996 0.251 5.516 0.000
```

Molecular weight = 388.99 g mol⁻¹
E = -119408.62186 eV
Relative energy (zero: lowest compared OMol25 entry of this formula, charge and spin) = 0.0 kcal/mol
Spin multiplicity = 6
HOMO (spin up / spin down) = -7.72 / -8.24 eV
Net charge = 0